Record 1
Below is a 10-piece molecular cluster, C26H74N2O10 overall at a distorted geometry, with properties calculated with ωB97M-V with the def2-TZVPD basis set.

Properties
HOMO level	-8.72	eV
SMILES	COC[C@H](C)N.COC[C@H](C)N.CC(C)O.CC(C)O.CC(C)O.CC(C)O.CC(C)O.CO.CO.CO

Atoms and positions in Å:
C (-2.45, -0.10, -2.92)
O (-1.93, 0.22, -1.66)
C (-0.60, -0.19, -1.48)
C (0.03, 0.52, -0.28)
C (-0.18, 2.01, -0.23)
N (1.47, 0.19, -0.22)
H (-1.84, 0.24, -3.76)
H (-3.46, 0.29, -3.04)
H (-2.44, -1.20, -3.00)
H (-0.58, -1.27, -1.28)
H (-0.03, 0.04, -2.39)
H (-0.48, 0.10, 0.60)
H (-1.23, 2.22, -0.04)
H (0.16, 2.57, -1.10)
H (0.38, 2.40, 0.63)
H (1.55, -0.83, -0.18)
H (1.83, 0.32, -1.17)
C (-0.43, -0.99, 6.79)
O (0.36, -1.23, 5.64)
C (0.95, -0.06, 5.12)
C (0.00, 0.99, 4.55)
C (-0.76, 0.39, 3.37)
N (0.71, 2.24, 4.25)
H (0.08, -0.31, 7.48)
H (-0.59, -1.95, 7.27)
H (-1.41, -0.55, 6.56)
H (1.55, 0.44, 5.89)
H (1.65, -0.37, 4.34)
H (-0.73, 1.18, 5.34)
H (-0.06, 0.00, 2.63)
H (-1.36, 1.14, 2.84)
H (-1.45, -0.42, 3.62)
H (1.38, 1.95, 3.53)
H (0.03, 2.76, 3.70)
C (4.87, -1.77, 2.26)
C (3.98, -2.30, 3.37)
C (2.51, -2.42, 2.96)
O (4.44, -3.56, 3.86)
H (4.80, -2.31, 1.31)
H (5.91, -1.82, 2.59)
H (4.68, -0.71, 2.13)
H (4.03, -1.65, 4.24)
H (2.26, -3.27, 2.32)
H (2.15, -1.52, 2.47)
H (1.94, -2.62, 3.87)
H (4.23, -4.24, 3.22)
C (4.38, 2.49, 3.12)
C (3.45, 2.29, 1.94)
C (4.19, 2.10, 0.60)
O (2.60, 1.19, 2.19)
H (5.09, 1.68, 3.30)
H (3.78, 2.63, 4.02)
H (4.91, 3.43, 2.98)
H (2.89, 3.24, 1.87)
H (3.46, 2.24, -0.20)
H (4.53, 1.06, 0.55)
H (5.05, 2.76, 0.51)
H (2.34, 0.71, 1.39)
C (-5.70, 0.70, -0.61)
C (-7.10, 0.78, 0.01)
C (-7.03, 0.75, 1.52)
O (-7.68, 2.04, -0.33)
H (-5.29, -0.30, -0.60)
H (-5.11, 1.43, -0.05)
H (-5.74, 0.98, -1.67)
H (-7.76, -0.07, -0.25)
H (-8.00, 0.92, 2.00)
H (-6.32, 1.43, 1.98)
H (-6.76, -0.25, 1.86)
H (-7.61, 2.18, -1.28)
C (-3.91, -3.61, -5.79)
C (-2.78, -2.61, -5.96)
C (-1.76, -3.05, -7.00)
O (-3.38, -1.35, -6.44)
H (-4.55, -3.66, -6.67)
H (-4.59, -3.29, -5.00)
H (-3.45, -4.58, -5.58)
H (-2.31, -2.38, -5.00)
H (-1.01, -2.27, -7.15)
H (-2.25, -3.25, -7.96)
H (-1.23, -3.94, -6.65)
H (-3.35, -1.52, -7.38)
C (1.49, -3.39, -2.85)
C (2.74, -4.21, -2.52)
C (4.03, -3.45, -2.82)
O (2.75, -4.58, -1.15)
H (1.38, -2.53, -2.19)
H (0.60, -4.02, -2.83)
H (1.52, -3.02, -3.88)
H (2.70, -5.10, -3.16)
H (4.18, -2.65, -2.09)
H (3.97, -3.05, -3.83)
H (4.84, -4.17, -2.73)
H (1.98, -5.12, -0.97)
C (-0.07, 5.12, 2.68)
O (-1.14, 4.23, 2.49)
H (-0.17, 6.04, 2.09)
H (-0.03, 5.45, 3.71)
H (0.91, 4.67, 2.48)
H (-1.33, 4.10, 1.55)
C (3.19, 0.11, -3.55)
O (2.52, 1.21, -2.92)
H (4.26, 0.36, -3.65)
H (3.06, -0.81, -3.00)
H (2.88, 0.07, -4.59)
H (2.18, 1.80, -3.59)
C (-2.73, 4.35, -1.43)
O (-2.10, 4.99, -0.33)
H (-2.03, 3.95, -2.16)
H (-3.41, 3.56, -1.09)
H (-3.33, 5.07, -2.01)
H (-2.79, 5.52, 0.08)

---

Record 2
Below is C35H41Cl45I2O3 as an isolated structure at a distorted geometry, with properties calculated with ωB97M-V with the def2-TZVPD basis set.

Properties
HOMO level	-8.04	eV

Atoms and positions in Å:
C (5.57, -0.28, 0.65)
O (4.73, 0.61, -0.11)
C (4.77, 0.27, -1.54)
C (3.52, 0.98, -2.31)
C (2.51, -0.15, -2.92)
C (0.97, 0.30, -2.77)
C (-0.08, -0.91, -2.66)
C (-1.44, -0.21, -3.27)
C (-2.77, -0.59, -2.48)
C (-3.54, -1.93, -2.61)
C (-4.84, -2.18, -1.81)
C (-5.43, -1.15, -0.82)
C (-6.75, -1.41, 0.05)
C (-4.68, 0.23, -0.67)
C (-3.38, 0.46, -1.49)
C (0.38, -2.31, -3.36)
C (0.63, -3.10, -2.00)
C (1.18, -4.59, -2.02)
I (0.85, -5.73, -3.86)
C (1.87, -5.18, -0.90)
C (2.48, -6.64, -0.87)
I (2.12, -4.01, 0.95)
O (-0.55, -2.77, -1.23)
C (-0.51, -1.32, -1.14)
O (-0.70, -0.60, -0.14)
H (6.67, 0.07, 0.73)
H (5.59, -1.35, 0.25)
H (5.16, -0.33, 1.73)
H (4.78, -0.87, -1.67)
H (5.78, 0.66, -1.94)
H (2.92, 1.56, -1.53)
H (3.88, 1.61, -3.19)
H (2.77, -0.30, -4.04)
H (2.79, -1.12, -2.40)
H (0.85, 0.94, -1.82)
H (0.75, 1.00, -3.66)
H (-1.35, 0.94, -3.23)
H (-1.57, -0.57, -4.35)
H (-3.15, -2.72, -3.34)
H (-5.39, -3.17, -1.93)
H (-7.57, -0.62, -0.12)
H (-7.16, -2.47, -0.07)
H (-6.43, -1.28, 1.15)
H (-5.08, 1.04, 0.03)
H (-2.84, 1.47, -1.38)
H (1.23, -2.23, -4.12)
H (-0.50, -2.62, -4.04)
H (1.44, -2.47, -1.46)
H (2.42, -7.21, -1.85)
H (3.61, -6.51, -0.65)
H (2.06, -7.25, 0.00)
C (8.61, -0.40, 3.03)
Cl (9.91, -0.69, 4.19)
Cl (9.10, 0.81, 1.83)
Cl (8.14, -1.91, 2.23)
H (7.75, -0.02, 3.57)
C (10.18, -3.92, 6.85)
Cl (9.58, -3.59, 5.23)
Cl (11.94, -3.74, 6.91)
Cl (9.41, -2.84, 8.03)
H (9.93, -4.94, 7.11)
C (-6.47, 3.40, -1.89)
Cl (-5.06, 2.36, -1.65)
Cl (-6.06, 4.81, -2.87)
Cl (-7.78, 2.48, -2.63)
H (-6.81, 3.74, -0.91)
C (-8.10, 8.26, -3.41)
Cl (-8.41, 6.91, -4.51)
Cl (-9.13, 8.14, -1.98)
Cl (-6.40, 8.32, -2.95)
H (-8.35, 9.18, -3.93)
C (-10.38, -2.61, -1.44)
Cl (-9.00, -2.11, -2.42)
Cl (-10.19, -4.29, -0.91)
Cl (-10.58, -1.54, -0.04)
H (-11.28, -2.55, -2.05)
C (5.30, 3.91, 0.26)
Cl (4.69, 4.25, -1.37)
Cl (7.05, 4.10, 0.33)
Cl (4.51, 4.97, 1.44)
H (5.05, 2.88, 0.51)
C (1.13, 2.78, 1.60)
Cl (-0.19, 1.66, 1.26)
Cl (2.64, 2.15, 0.95)
Cl (0.78, 4.38, 0.92)
H (1.24, 2.88, 2.68)
C (5.31, 4.08, 5.24)
Cl (4.03, 3.41, 4.22)
Cl (6.76, 3.08, 5.16)
Cl (5.68, 5.74, 4.76)
H (4.96, 4.10, 6.27)
C (13.99, -0.14, 3.34)
Cl (14.36, -1.80, 3.85)
Cl (15.28, 0.49, 2.30)
Cl (12.44, -0.08, 2.51)
H (13.93, 0.48, 4.23)
C (-0.35, 2.43, 5.39)
Cl (-1.68, 1.32, 5.07)
Cl (1.17, 1.80, 4.74)
Cl (-0.69, 4.03, 4.71)
H (-0.24, 2.53, 6.47)
C (17.16, -3.44, 1.63)
Cl (18.46, -3.73, 2.79)
Cl (17.65, -2.23, 0.43)
Cl (16.68, -4.95, 0.83)
H (16.29, -3.05, 2.16)
C (-12.44, 0.18, 3.46)
Cl (-12.03, -1.46, 3.97)
Cl (-11.16, 0.86, 2.43)
Cl (-13.99, 0.20, 2.61)
H (-12.53, 0.81, 4.35)
C (-13.72, 1.14, 7.28)
Cl (-12.42, 0.89, 8.45)
Cl (-13.26, 2.39, 6.11)
Cl (-14.12, -0.38, 6.46)
H (-14.60, 1.49, 7.81)
C (-8.18, 0.62, -6.33)
Cl (-7.90, 2.35, -6.55)
Cl (-7.09, -0.02, -5.09)
Cl (-9.86, 0.31, -5.89)
H (-7.96, 0.11, -7.26)
C (-4.15, -0.91, -7.96)
Cl (-4.40, -2.43, -8.83)
Cl (-5.38, 0.28, -8.41)
Cl (-4.16, -1.18, -6.21)
H (-3.17, -0.51, -8.24)

---

Record 3
Below is C11H12F5N2O3Pd as an isolated structure at a distorted geometry, with properties calculated with ωB97M-V with the def2-TZVPD basis set.

Properties
total charge	-1
HOMO level	-2.62	eV

Atoms and positions in Å:
Pd (0.82, 0.24, 0.29)
C (-3.96, -3.01, -1.65)
O (-3.42, -2.37, -0.50)
C (-2.16, -1.84, -0.52)
O (-1.66, -1.46, 0.50)
N (-1.59, -1.81, -1.78)
N (-0.34, -1.18, -1.86)
H (-4.86, -3.51, -1.31)
H (-3.26, -3.74, -2.06)
H (-4.24, -2.29, -2.42)
H (-2.23, -1.64, -2.54)
H (-0.39, -0.18, -2.01)
H (0.24, -1.65, -2.54)
C (3.68, 1.43, 0.92)
O (3.57, 0.84, -0.38)
C (2.35, 0.55, -0.84)
C (2.61, 0.01, -2.25)
H (4.57, 1.00, 1.39)
H (2.78, 1.22, 1.49)
H (3.81, 2.51, 0.78)
H (3.51, 0.44, -2.71)
H (1.76, 0.18, -2.90)
H (2.76, -1.06, -2.13)
F (0.52, -0.68, 3.60)
C (0.23, 0.65, 3.48)
C (0.11, 1.20, 2.23)
C (-0.19, 2.55, 2.24)
F (-0.37, 3.24, 1.07)
C (-0.33, 3.32, 3.38)
F (-0.62, 4.64, 3.34)
C (-0.19, 2.70, 4.62)
F (-0.32, 3.41, 5.76)
C (0.09, 1.35, 4.67)
F (0.23, 0.75, 5.87)

---

Record 4
Below is one molecule with the formula C22H24ClN3O3, with properties calculated with ωB97M-V with the def2-TZVPD basis set.

Properties
HOMO level	-7.67	eV
SMILES	CCOc1ccc(N2C(=O)C[C@@H](N3CCN(c4ccc(Cl)cc4)CC3)C2=O)cc1

Atoms and positions in Å:
C (-8.46, -1.85, 0.84)
C (-6.97, -1.74, 0.54)
O (-6.63, -0.37, 0.58)
C (-5.34, 0.00, 0.36)
C (-5.08, 1.37, 0.43)
C (-3.81, 1.85, 0.21)
C (-2.77, 0.97, -0.06)
N (-1.46, 1.47, -0.28)
C (-0.86, 2.41, 0.55)
O (-1.36, 2.88, 1.53)
C (0.51, 2.72, -0.03)
C (0.73, 1.67, -1.11)
N (1.72, 0.68, -0.72)
C (1.32, -0.20, 0.37)
C (2.60, -0.78, 1.00)
N (3.57, -1.08, -0.03)
C (4.89, -0.69, 0.12)
C (5.47, -0.68, 1.40)
C (6.79, -0.33, 1.58)
C (7.58, 0.00, 0.49)
Cl (9.24, 0.42, 0.72)
C (7.03, -0.01, -0.78)
C (5.70, -0.35, -0.96)
C (2.98, -1.32, -1.31)
C (2.25, -0.08, -1.84)
C (-0.64, 1.04, -1.31)
O (-0.95, 0.25, -2.16)
C (-3.02, -0.39, -0.13)
C (-4.30, -0.88, 0.07)
H (-9.03, -1.29, 0.10)
H (-8.77, -2.89, 0.81)
H (-8.67, -1.44, 1.82)
H (-6.39, -2.30, 1.29)
H (-6.75, -2.15, -0.46)
H (-5.90, 2.03, 0.65)
H (-3.62, 2.91, 0.27)
H (0.48, 3.74, -0.44)
H (1.27, 2.70, 0.75)
H (1.08, 2.11, -2.05)
H (0.78, 0.37, 1.13)
H (0.66, -1.01, 0.02)
H (2.34, -1.68, 1.57)
H (3.01, -0.03, 1.68)
H (4.88, -0.96, 2.26)
H (7.22, -0.34, 2.57)
H (7.64, 0.25, -1.63)
H (5.31, -0.32, -1.96)
H (2.26, -2.14, -1.18)
H (3.73, -1.66, -2.02)
H (2.94, 0.58, -2.38)
H (1.45, -0.40, -2.54)
H (-2.22, -1.07, -0.35)
H (-4.46, -1.94, 0.01)

---

Record 5
Below is C4H14N2O as an isolated structure at a distorted geometry, with properties calculated with ωB97M-V with the def2-TZVPD basis set.

Properties
total charge	+1
2S+1	2
HOMO level (spin up / spin down)	-14.96 / -14.78	eV

Atoms and positions in Å:
C (-1.94, 1.26, -0.14)
C (-1.88, -0.22, 0.20)
N (-0.53, -0.76, 0.11)
C (-0.23, -2.08, 0.68)
H (-1.36, 1.46, -1.05)
H (-2.97, 1.58, -0.30)
H (-1.54, 1.90, 0.64)
H (-2.25, -0.45, 1.20)
H (-2.54, -0.75, -0.49)
H (0.30, 0.15, 0.54)
H (-0.07, -0.66, -0.80)
H (-0.55, -2.08, 1.72)
H (0.85, -2.20, 0.66)
H (-0.69, -2.93, 0.16)
N (1.98, 0.40, -1.25)
C (2.20, 0.94, 0.11)
O (1.07, 0.97, 0.89)
H (2.84, -0.02, -1.58)
H (1.73, 1.16, -1.86)
H (3.03, 0.38, 0.55)
H (2.55, 1.98, 0.00)

---

Record 6
Below is a 12-piece molecular cluster, C13H50N14O12 overall at a distorted geometry, with properties calculated with ωB97M-V with the def2-TZVPD basis set.

Properties
HOMO level	-7.66	eV
SMILES	NC(N)=O.NC(N)=O.NC(N)=O.NC(N)=O.NC(N)=O.NC(N)=O.NC(N)=O.CCO.CO.CO.CO.CO

Atoms and positions in Å:
N (1.20, -26.41, -8.25)
C (2.07, -26.11, -9.12)
N (2.32, -24.91, -9.20)
O (2.47, -26.97, -10.05)
H (0.98, -27.42, -8.08)
H (0.79, -25.80, -7.57)
H (3.11, -24.69, -9.85)
H (1.97, -24.18, -8.55)
N (-1.74, -25.17, -2.26)
C (-0.47, -25.32, -2.50)
N (0.18, -24.20, -2.65)
O (0.13, -26.55, -2.43)
H (-2.30, -26.00, -2.17)
H (-2.35, -24.39, -2.52)
H (1.17, -24.13, -3.00)
H (-0.30, -23.31, -2.47)
N (0.03, -23.91, -5.39)
C (0.84, -23.16, -6.00)
N (1.33, -22.27, -5.19)
O (1.17, -23.35, -7.34)
H (-0.50, -24.58, -5.96)
H (-0.10, -23.99, -4.38)
H (1.95, -21.46, -5.52)
H (0.88, -22.10, -4.32)
N (-3.61, -31.44, -3.98)
C (-2.94, -30.74, -4.87)
N (-3.54, -30.78, -6.04)
O (-1.71, -29.99, -4.63)
H (-4.22, -32.16, -4.37)
H (-2.97, -31.53, -3.15)
H (-2.83, -30.37, -6.62)
H (-4.42, -31.28, -6.43)
N (2.48, -26.60, -3.74)
C (3.46, -26.77, -2.89)
N (3.02, -26.87, -1.63)
O (4.77, -26.62, -3.22)
H (2.86, -26.46, -4.77)
H (1.46, -26.73, -3.68)
H (3.73, -27.30, -0.97)
H (2.04, -27.00, -1.44)
N (-5.34, -26.47, -6.07)
C (-4.86, -27.65, -5.73)
N (-4.80, -28.56, -6.73)
O (-4.80, -27.98, -4.40)
H (-5.80, -25.93, -5.35)
H (-5.37, -26.14, -7.08)
H (-4.46, -29.49, -6.35)
H (-4.84, -28.44, -7.70)
N (1.08, -29.09, -5.26)
C (1.70, -28.88, -6.37)
N (0.98, -28.99, -7.42)
O (3.13, -28.60, -6.36)
H (1.74, -29.07, -4.39)
H (0.11, -29.41, -5.12)
H (1.47, -29.02, -8.32)
H (0.10, -29.40, -7.34)
C (-3.86, -28.89, -0.78)
C (-2.75, -28.52, -1.70)
O (-3.25, -27.43, -2.40)
H (-4.60, -29.41, -1.37)
H (-4.33, -28.05, -0.23)
H (-3.33, -29.55, -0.06)
H (-2.46, -29.29, -2.37)
H (-1.95, -28.22, -1.02)
H (-3.78, -27.71, -3.16)
C (-2.69, -25.72, -8.01)
O (-2.97, -24.88, -6.92)
H (-1.83, -25.32, -8.55)
H (-3.53, -25.63, -8.67)
H (-2.63, -26.81, -7.80)
H (-3.68, -25.27, -6.42)
C (-1.63, -27.14, -4.92)
O (-0.45, -26.65, -5.61)
H (-2.26, -27.74, -5.62)
H (-2.12, -26.23, -4.65)
H (-1.39, -27.60, -3.97)
H (0.21, -27.37, -5.48)
C (0.83, -29.66, -1.98)
O (1.04, -29.02, -0.76)
H (0.86, -30.73, -1.79)
H (1.69, -29.72, -2.69)
H (-0.10, -29.35, -2.45)
H (0.25, -28.44, -0.64)
C (-3.28, -23.60, -4.30)
O (-3.31, -22.90, -3.03)
H (-3.92, -24.40, -4.31)
H (-2.28, -23.87, -4.49)
H (-3.55, -22.98, -5.09)
H (-4.01, -22.24, -2.99)